# 1
C9H14N2O2 in the gas phase in a non-equilibrium geometry. Source: OMol25; level of theory: ωB97M-V/def2-TZVPD.

Its lowest unoccupied orbital energy is 0.6 eV. The value obtained for the energy relative to the best compared isomer or geometry (same formula, charge and spin) is 66.0 kcal/mol. As for the net charge: 0. As for the SMILES: CC[C@H]1[C@H](CC)C(=O)N(C#N)[C@H]1O. For the HOMO energy, the calculation gives -10.344 eV.

XYZ file:
```
27
Properties=species:S:1:pos:R:3:mulliken_charge:R:1
C 0.12553 1.43207 -2.99299 0.637
C 0.09232 1.90316 -0.61559 0.143
C 0.36258 1.02827 0.60771 -0.115
C 0.01112 -0.40580 0.05511 0.070
C 0.57579 -0.32081 -1.40852 -0.392
C -2.06454 1.40312 1.34219 -1.542
C 0.47826 -3.00435 0.24557 -1.478
C -0.58471 1.33280 1.77496 -0.469
C 0.67304 -1.58487 0.80660 -0.604
N 0.28981 1.81940 -4.05749 -0.524
N 0.12196 1.04414 -1.75499 0.074
O -0.11417 3.08021 -0.67821 -0.569
O 1.94223 -0.59706 -1.36681 -0.470
H 1.36651 0.90204 0.89091 0.501
H -1.05465 -0.75091 -0.05870 0.209
H 0.07585 -1.17045 -2.06050 0.260
H -2.34983 2.21363 0.75123 0.404
H -2.68285 1.53543 2.12869 0.562
H -2.38032 0.48263 0.97863 0.342
H -0.45956 -3.34673 0.29423 0.482
H 1.08784 -3.72512 0.79384 0.357
H 0.59098 -2.89373 -0.81210 0.314
H -0.20105 0.53281 2.51880 0.366
H -0.12144 2.28380 2.03433 0.358
H 1.70377 -1.60024 0.89257 0.396
H 0.13648 -1.43815 1.73682 0.356
H 2.37904 -0.15528 -2.04631 0.335
```



# 2
C9H14N2O7 in the gas phase in a non-equilibrium geometry. Source: OMol25; level of theory: ωB97M-V/def2-TZVPD.

Its lowest unoccupied orbital energy is 0.4 eV. The value obtained for the energy relative to the best compared isomer or geometry (same formula, charge and spin) is 61.4 kcal/mol. As for the net charge: 0. As for the SMILES: N[C@@H](CC(=O)O)C(=O)N[C@@H](CCC(=O)O)C(=O)O. For the HOMO energy, the calculation gives -9.373 eV.

XYZ file:
```
32
Properties=species:S:1:pos:R:3:mulliken_charge:R:1
C -2.08553 -1.34296 -0.54893 0.269
C -1.21702 -0.56273 0.53812 0.078
C -3.00523 -0.30324 -1.24742 -0.729
C -3.62733 0.90454 -0.49035 0.509
C 1.02035 0.41562 0.85866 -0.485
C 1.87690 1.50664 0.04428 0.338
C 2.03210 -0.54629 1.52838 -0.755
C 2.59239 -1.64677 0.61939 -0.451
C 3.33288 -0.82830 -0.45298 0.486
H -3.65412 -2.63544 -0.11118 0.255
H -2.71798 -1.99306 1.20158 0.218
H -1.46266 -1.92435 -1.27407 0.288
H -2.36188 0.04737 -2.13266 0.335
H -3.74442 -0.88321 -1.91897 0.468
H -4.83606 1.54473 0.77766 0.368
H 0.18139 -0.48356 -0.88977 0.420
H 0.58042 0.92726 1.68953 0.644
H 2.73525 0.11933 1.89633 0.487
H 1.49970 -0.99700 2.54153 0.321
H 1.78052 -2.22117 0.00407 0.189
H 3.21054 -2.33164 1.24986 0.385
H 3.25729 -0.58664 -2.25898 0.393
H 2.30532 2.36314 1.60411 0.397
N -2.75380 -2.30782 0.22857 -0.627
N 0.03048 -0.29530 0.09836 -0.074
O -1.58215 -0.17239 1.64102 -0.703
O -3.28207 2.00531 -0.83421 -0.539
O -4.48968 0.65984 0.55518 -0.433
O 1.94994 1.45434 -1.19454 -0.591
O 4.05737 0.13185 -0.37120 -0.531
O 2.86526 -1.27144 -1.68494 -0.468
O 2.57794 2.40461 0.66838 -0.460
```



# 3
C9H14N2S2 in the gas phase in a non-equilibrium geometry. Source: OMol25; level of theory: ωB97M-V/def2-TZVPD.

Its lowest unoccupied orbital energy is 0.6 eV. The value obtained for the energy relative to the best compared isomer or geometry (same formula, charge and spin) is 55.8 kcal/mol. As for the net charge: 0. As for the SMILES: CC(C)NC(=S)NCc1cccs1. For the HOMO energy, the calculation gives -8.316 eV.

XYZ file:
```
27
Properties=species:S:1:pos:R:3:mulliken_charge:R:1
C 0.91183 -1.72566 2.22923 -1.274
C 1.67355 -0.54958 1.57792 0.072
C 1.32717 0.75931 2.14877 -0.957
C 1.97232 0.30258 -0.71759 0.094
C 0.07086 -0.35032 -2.25068 -0.877
C -1.30276 0.14313 -1.84173 0.484
C -1.80293 1.35125 -1.30720 -0.587
C -3.24151 1.18376 -0.85679 -0.349
C -3.79437 -0.02855 -1.11655 -0.352
H 1.14024 -2.82539 1.91323 0.307
H -0.20775 -1.51714 2.18566 0.293
H 1.16037 -1.89299 3.33425 0.365
H 2.72879 -0.93735 1.54632 0.339
H 0.28426 1.10047 1.85239 0.297
H 1.18884 0.74830 3.41258 0.290
H 2.02667 1.67784 1.91340 0.257
H 0.22393 -0.31848 0.16937 0.171
H 1.78142 1.12005 -2.55649 0.252
H 0.26615 -1.34856 -1.73445 0.405
H 0.04570 -0.69188 -3.36717 0.379
H -1.21932 2.26198 -1.06384 0.407
H -3.79500 1.94149 -0.40091 0.419
H -4.81719 -0.52968 -0.74013 0.296
N 1.29998 -0.39281 0.22039 -0.054
N 1.14817 0.53396 -1.88448 -0.162
S 3.50551 0.95121 -0.62413 -0.342
S -2.57491 -0.96695 -2.04139 -0.172
```



# 4
A molecular structure, C9H14N2Si in a non-equilibrium geometry. Source: OMol25; level of theory: ωB97M-V/def2-TZVPD.

Its lowest unoccupied orbital energy is 0.1 eV. The value obtained for the energy relative to the best compared isomer or geometry (same formula, charge and spin) is 33.5 kcal/mol. As for the net charge: 0. For the HOMO energy, the calculation gives -6.970 eV.

XYZ file:
```
26
Properties=species:S:1:pos:R:3:mulliken_charge:R:1
C -4.06023 0.62808 0.20015 -0.321
C -3.56742 0.07519 -0.97225 -0.804
C -3.18277 0.85891 1.30130 -0.815
C -2.23064 -0.38093 -0.99096 0.087
C -1.91376 0.39918 1.22553 -0.156
C -1.38544 -0.30183 0.09507 0.540
C 0.72966 -1.17947 -1.10048 -0.591
C 2.25785 -1.25334 -0.62234 -0.777
C 3.93705 0.49351 0.07322 -1.031
N -0.12445 -0.71818 0.08363 -0.415
N 2.50971 0.08313 -0.05499 0.232
Si 1.42964 0.72055 1.10223 0.345
H -5.05995 0.97870 0.24372 0.390
H -4.34730 0.03896 -1.78609 0.259
H -3.73245 1.33468 2.17147 0.250
H -1.84755 -0.68867 -1.93261 0.369
H -1.27888 0.63249 2.05049 0.216
H 0.63798 -0.48560 -1.93872 0.357
H 0.41872 -2.23536 -1.40258 0.364
H 2.44793 -2.05454 0.13867 0.305
H 2.88315 -1.45639 -1.48390 0.421
H 4.49973 -0.31527 0.42805 0.330
H 4.40288 0.82446 -0.86896 0.311
H 3.93377 1.46030 0.62496 0.349
H 1.61611 2.14684 0.90622 -0.117
H 1.02667 0.39457 2.50918 -0.099
```



# 5
A gas-phase ion, C9H14N3O (charge +1) in a non-equilibrium geometry. Source: OMol25; level of theory: ωB97M-V/def2-TZVPD.

Its lowest unoccupied orbital energy is -2.6 eV. The value obtained for the energy relative to the best compared isomer or geometry (same formula, charge and spin) is 21.4 kcal/mol. As for the net charge: +1. As for the SMILES: C=NC(=C)C[N@+]1(C)C[C@@]12COC=N2. For the HOMO energy, the calculation gives -12.692 eV.

XYZ file:
```
27
Properties=species:S:1:pos:R:3:mulliken_charge:R:1
C -3.32773 2.03856 0.00654 -0.083
C 1.46202 -2.92088 1.98058 -0.284
C -0.56589 -0.86753 -0.05513 -0.930
C -0.12381 1.29658 1.25482 -0.664
C 1.03400 -2.59754 -0.97634 -0.870
C -1.37982 2.97419 -0.46035 -0.339
C 0.58565 -1.90563 0.06679 0.351
C -1.24032 1.70423 0.37755 0.951
C 0.79790 0.90732 -1.02537 -1.086
N 1.14981 -1.89185 1.32952 -0.310
N -2.54409 1.23144 0.60355 -0.596
N -0.19935 0.58161 -0.01531 0.386
O -2.78888 3.05986 -0.64007 -0.345
H -4.40011 1.94567 -0.00177 0.435
H 1.94959 -2.78616 2.93515 0.268
H 1.25489 -3.94145 1.65587 0.294
H -1.07888 -1.03733 -1.00458 0.433
H -1.27948 -1.03462 0.75470 0.402
H 0.72669 1.95669 1.37495 0.268
H -0.35293 0.71114 2.13691 0.252
H 0.64551 -2.46118 -1.96997 0.284
H 1.82244 -3.32023 -0.86007 0.346
H -1.03616 3.86240 0.07717 0.300
H -0.90504 2.92962 -1.44366 0.304
H 0.37803 0.77038 -2.02283 0.354
H 1.14830 1.93149 -0.91656 0.509
H 1.64899 0.23366 -0.91111 0.370
```



# 6
A molecular structure, C9H14N3O4SbSe4V in a non-equilibrium geometry. Source: OMol25; level of theory: ωB97M-V/def2-TZVPD.

Its lowest unoccupied orbital energy (alpha / beta) is 1.7 / 1.8 eV. The value obtained for the energy relative to the best compared isomer or geometry (same formula, charge and spin) is 201.6 kcal/mol. As for the net charge: -1. The spin multiplicity is 3. For the HOMO energy (alpha / beta), the calculation gives -3.537 / -3.774 eV.

XYZ file:
```
36
Properties=species:S:1:pos:R:3:mulliken_charge:R:1
V 0.73898 0.24985 -0.63873 1.155
C -2.64507 -0.48819 -2.30965 -0.852
O -1.99160 -0.96897 -1.14591 -0.200
C -2.82565 -1.07002 0.01623 -0.534
C -2.09091 -0.46017 1.23405 -0.395
O -0.66404 -0.54836 1.11358 -0.144
C -0.10788 -1.83067 1.16747 -0.702
C 1.29804 -1.75274 0.59903 0.258
O 1.27629 -1.41894 -0.75344 -0.574
C 2.55801 -1.20091 -1.19517 -0.721
H -3.24539 0.40566 -2.08478 0.321
H -1.85267 -0.18712 -3.02241 0.173
H -3.26852 -1.25967 -2.76832 0.313
H -3.76775 -0.51612 -0.11656 0.432
H -3.04757 -2.13658 0.17760 0.320
H -2.29514 0.62793 1.30597 0.027
H -2.40859 -0.96360 2.15484 0.329
H -0.04401 -2.18431 2.20618 0.524
H -0.69896 -2.55188 0.57864 0.335
H 1.89380 -1.03112 1.17887 -0.236
H 1.79448 -2.73227 0.72846 0.511
H 3.08171 -0.38283 -0.67803 0.250
H 3.18443 -2.09628 -1.02881 0.376
H 2.59086 -1.04043 -2.27929 0.400
Se -3.46874 4.38081 -2.39488 -0.598
Sb -2.55439 2.91115 -0.76879 0.379
Se -0.61256 1.71789 -1.22902 -0.081
Se 1.03400 0.86338 -2.52799 -0.538
Se -4.51591 2.44724 0.59171 -0.658
O 1.57861 1.16486 0.41775 0.215
N 2.21371 2.26881 0.76902 -0.684
C 3.18045 2.10252 1.68903 0.392
C 3.47314 0.81854 2.14216 0.261
N 3.56619 -0.32547 2.31273 -0.642
C 3.96120 3.18125 2.10218 0.114
N 4.68148 4.00676 2.45628 -0.527
```



# 7
C9H14N4 in the gas phase in a non-equilibrium geometry. Source: OMol25; level of theory: ωB97M-V/def2-TZVPD.

Its lowest unoccupied orbital energy is 0.5 eV. The value obtained for the energy relative to the best compared isomer or geometry (same formula, charge and spin) is 59.0 kcal/mol. As for the net charge: 0. As for the SMILES: CN(C)/C=C1\CCCN\C1=N\C#N. For the HOMO energy, the calculation gives -8.226 eV.

XYZ file:
```
27
Properties=species:S:1:pos:R:3:mulliken_charge:R:1
N -0.01759 3.82792 -0.25102 -0.557
C 0.37403 3.03505 -1.01187 0.536
N 0.86409 2.11204 -1.86799 -0.757
C 0.85278 0.88942 -1.49190 0.211
C 0.32106 0.65949 0.97621 -0.565
C 0.11389 0.22882 -0.36656 0.313
N -0.34522 0.11533 2.10830 0.133
N 1.42156 0.09647 -2.43254 -0.232
C 0.28306 0.15478 3.43143 -0.949
C -1.82435 0.18604 1.98542 -1.030
C -0.52852 -1.07476 -0.70079 -0.657
C 0.55887 -1.04200 -2.87361 -0.490
C 0.30541 -1.92539 -1.70980 -0.834
H 0.97448 1.45368 1.09574 0.519
H 1.97637 0.60206 -3.19293 0.336
H 1.17677 -0.48865 3.26136 0.342
H 0.76149 0.96507 3.89028 0.375
H -0.42441 -0.31449 4.12984 0.270
H -2.23309 -0.66712 2.43554 0.364
H -2.29433 0.96323 2.50628 0.374
H -1.99958 0.23754 0.93029 0.317
H -0.50893 -1.69402 0.25894 0.293
H -1.54957 -0.99038 -1.07673 0.302
H -0.39270 -0.62224 -3.18577 0.313
H 1.11875 -1.60799 -3.71798 0.341
H 1.19154 -2.25256 -1.15380 0.369
H -0.17587 -2.84732 -1.97635 0.362
```



# 8
2 unconnected molecules or ions with the total composition C9H14N4O in a non-equilibrium geometry. Source: OMol25; level of theory: ωB97M-V/def2-TZVPD.

Its lowest unoccupied orbital energy is 0.7 eV. The value obtained for the energy relative to the best compared isomer or geometry (same formula, charge and spin) is 97.0 kcal/mol. As for the net charge: 0. For the HOMO energy, the calculation gives -7.730 eV.

XYZ file:
```
28
Properties=species:S:1:pos:R:3:mulliken_charge:R:1
C -0.11242 -3.27941 -0.84701 -0.360
C 0.29295 -1.29446 0.15169 -0.653
C -0.26661 -2.23461 1.02232 0.437
C -2.54391 0.13116 -1.15273 -0.034
C -0.68196 0.97064 -0.95047 0.294
C -0.45213 -2.15219 2.49093 -1.356
C 1.75526 1.62665 -1.13258 -1.610
C -0.09158 3.17701 -0.42565 -1.741
C 0.44383 1.70993 -0.36626 1.443
N 0.29297 -2.04429 -0.99795 0.091
N -1.90145 0.85471 -0.32587 -0.540
N -0.49499 -3.39359 0.40218 -0.057
N -0.61144 0.38506 -2.10665 -0.573
O -1.85899 -0.16260 -2.25553 -0.221
H -0.51198 -3.90418 -1.64721 0.342
H -3.55166 -0.16930 -0.86819 0.441
H -0.17924 -1.08704 2.78445 0.226
H -1.47465 -2.24782 2.53390 0.384
H 0.11163 -2.87334 3.10893 0.357
H 1.64913 1.22032 -2.22759 0.263
H 2.30979 0.89032 -0.66137 0.388
H 2.39716 2.53509 -1.10193 0.444
H -1.11980 3.07826 -0.55049 0.430
H 0.31662 3.61745 -1.21334 0.455
H 0.12226 3.81435 0.38847 0.386
H 0.49896 1.60528 0.74594 0.214
H -0.71297 -4.32588 0.75857 0.243
H 0.45177 -1.63526 -1.91283 0.308
```